Version 1
The following is a quantum chemistry calculation of 2 unconnected molecules or ions with the total composition C4H11P3, from OMol25.

Output
Highest occupied orbital energy (spin up / spin down)   -7.47 / -7.48 eV
Molecular weight   152.05 g/mol
Lowest unoccupied orbital energy (spin up / spin down)   0.116 / 0.113 eV
Multiplicity   1

Each line ends with the Löwdin charge.
Atoms and positions in Å:
C 0.6009 -1.1544 0.0146  -0.62
C -0.2678 -2.2400 0.5396  -0.19
C -2.0223 0.6326 -0.7123  -0.20
C -0.6058 0.8310 -0.5522  -0.57
P 2.1993 -0.9553 -0.1411  0.56
P -0.1032 1.4303 1.0284  0.72
P 2.8482 1.1168 -0.4175  0.39
H -0.8550 -1.8501 1.3067  0.03
H -0.9211 -2.5633 -0.2727  0.08
H 0.2590 -3.0063 1.1118  0.07
H -2.0491 -0.0638 -1.5559  0.08
H -2.4520 0.4727 0.2724  0.06
H -2.4348 1.6530 -0.9996  0.11
H 0.0985 1.1165 -1.3261  0.03
H -0.8673 0.4706 1.6710  -0.11
H -1.1047 2.3925 1.1003  -0.11
H 3.8275 0.7741 0.4680  -0.21
H 3.8496 0.9430 -1.5355  -0.12

Version 2
The following is a quantum chemistry calculation of a molecular structure, C4H11P3, from OMol25.

Output
Highest occupied orbital energy   -8.24 eV
Molecular weight   152.05 g/mol
Lowest unoccupied orbital energy   0.019 eV
Multiplicity   1

Each line ends with the Löwdin charge.
Atoms and positions in Å:
C 0.6804 1.2290 -0.5598  -0.91
C 2.0168 2.3948 -1.1087  -0.15
C -1.5966 -2.1950 0.2988  -0.34
C -1.7118 0.6479 0.3283  -0.70
P -0.6586 2.0963 -0.2451  0.88
P 1.1229 -0.4690 -0.6301  0.71
P -0.9070 -0.7351 1.3031  0.71
H 2.4992 1.9061 -2.0060  0.04
H 1.3872 3.2523 -1.4382  0.00
H 2.7463 2.7785 -0.3171  0.06
H -1.4922 -3.1408 0.7671  0.02
H -0.9377 -2.1021 -0.5244  -0.06
H -2.5474 -1.8479 0.0179  0.00
H -2.5411 1.0380 0.8720  0.00
H -2.1687 0.0934 -0.4707  0.01
H 2.0106 -0.5554 -1.7293  -0.10
H 2.1709 -0.2509 0.2118  -0.09
H -1.9463 -0.8503 2.2290  -0.09

Most stable = version 2

Version 1
The following is a quantum chemistry calculation of a single C3H3ClFNO molecule, from OMol25.

Output
Highest occupied orbital energy   -9.22 eV
Molecular weight   123.51 g/mol
Lowest unoccupied orbital energy   0.626 eV
Multiplicity   1

Each line ends with the Löwdin charge.
Atoms and positions in Å:
O -2.7121 0.7195 0.0024  0.04
C -1.5252 0.7102 -0.1546  -0.37
N -0.7852 -0.3468 0.2149  0.04
C 0.4958 -0.7563 -0.0586  -0.13
C 1.6202 -0.0575 -0.0166  -0.71
F 2.8180 -0.6248 -0.0703  0.01
Cl 1.8358 1.6684 0.0864  0.71
H -0.9572 1.5780 -0.5983  0.13
H -1.3514 -1.0765 0.6143  0.15
H 0.5612 -1.8142 -0.0196  0.13

Version 2
The following is a quantum chemistry calculation of a single C3H3ClFNO molecule, from OMol25.

Output
Highest occupied orbital energy   -9.39 eV
Molecular weight   123.51 g/mol
Lowest unoccupied orbital energy   -0.213 eV
Multiplicity   1

Each line ends with the Löwdin charge.
Atoms and positions in Å:
O 1.4874 1.1476 -0.4638  -0.06
N 1.8187 -0.1333 -0.1350  -0.03
C 0.8305 -0.9759 0.0508  -0.16
C -0.5859 -0.6306 0.1199  -0.15
C -1.3687 0.4706 0.2984  -0.56
F -1.0685 1.7499 0.3077  0.06
Cl -3.1332 0.0749 -0.2891  0.52
H 2.1862 1.8354 -0.3125  0.13
H 1.1001 -2.0006 0.5575  0.15
H -1.2666 -1.5382 -0.1339  0.10

Most stable = version 1

Version 1
The following is a quantum chemistry calculation of 3 unconnected molecules or ions with the total composition CH7NO2, from OMol25.

Output
Highest occupied orbital energy   -10.08 eV
Molecular weight   65.07 g/mol
Lowest unoccupied orbital energy   0.545 eV
Multiplicity   1

Each line ends with the Löwdin charge.
Atoms and positions in Å:
C -1.6791 0.1630 0.2532  -0.10
N -1.6304 -0.9496 -0.3442  0.02
H -0.7922 0.4309 0.8256  0.05
H -2.4985 0.8830 0.2412  0.07
H -2.4105 -1.0973 -0.9849  0.06
O 1.0485 -1.6488 0.0895  -0.09
H 1.5762 -0.8662 0.2961  -0.01
H 0.2475 -1.2879 -0.3008  -0.05
O 1.7494 1.2194 0.1194  -0.05
H 2.5854 1.4736 0.5318  0.05
H 1.8036 1.6800 -0.7270  0.05

Version 2
The following is a quantum chemistry calculation of 2 unconnected molecules or ions with the total composition CH7NO2, from OMol25.

Output
Highest occupied orbital energy   -10.00 eV
Molecular weight   65.07 g/mol
Lowest unoccupied orbital energy   0.756 eV
Multiplicity   1

Each line ends with the Löwdin charge.
Atoms and positions in Å:
N 0.0807 0.0356 0.5302  0.00
C 0.7784 0.1476 -0.7373  -0.32
O 2.1840 0.2338 -0.5718  -0.05
H -0.0783 -0.9138 0.8293  0.07
H 0.5437 0.6133 1.2211  0.09
H 0.5014 -0.7166 -1.3404  0.12
H 0.4307 1.0376 -1.2580  0.12
H 2.5544 -0.6420 -0.5489  0.07
O -2.7467 -0.3097 0.5394  -0.10
H -3.0499 0.2354 1.2696  0.02
H -1.7772 -0.3642 0.7007  -0.02

Most stable = version 2

Version 1
The following is a quantum chemistry calculation of a molecular structure, C7H13NOS, from OMol25.

Output
Highest occupied orbital energy (spin up / spin down)   -7.05 / -7.81 eV
Molecular weight   159.25 g/mol
Lowest unoccupied orbital energy (spin up / spin down)   -0.006 / 0.370 eV
Multiplicity   1

Each line ends with the Löwdin charge.
Atoms and positions in Å:
C 4.8626 0.1705 1.0269  -0.36
C 0.4378 0.1143 0.7118  -0.27
C -2.0659 -0.6385 0.8075  -0.08
C -1.8281 0.1785 -1.0052  -0.16
C 1.3719 0.5622 -0.3545  -0.09
C -0.9767 -0.0569 0.2885  -0.23
C -4.2526 0.1399 -0.3686  -0.03
N -2.8941 -0.5291 -0.3505  -0.18
O 3.9188 -1.3226 -0.9684  -0.41
S 4.2151 0.1835 -0.5027  0.89
H 4.8739 -0.6619 1.7050  0.02
H 4.7434 1.0891 1.4365  -0.05
H 0.6689 -0.8981 1.1062  0.11
H 0.5234 0.7542 1.6615  0.13
H 2.9720 -1.2490 -1.1033  0.00
H -2.3034 -1.2665 1.7456  0.14
H -1.9455 1.3564 -1.0238  0.15
H -1.3246 -0.3158 -1.9017  0.13
H 1.2591 -0.1096 -1.2458  0.06
H 1.2916 1.6394 -0.5093  0.06
H -4.9178 -0.4811 0.1107  0.05
H -4.1731 1.0756 0.1146  0.07
H -4.4566 0.2655 -1.3809  0.06

Version 2
The following is a quantum chemistry calculation of 2 unconnected molecules or ions with the total composition C7H13NOS, from OMol25.

Output
Highest occupied orbital energy (spin up / spin down)   -6.37 / -6.04 eV
Molecular weight   159.25 g/mol
Lowest unoccupied orbital energy (spin up / spin down)   0.406 / 0.160 eV
Multiplicity   1

Each line ends with the Löwdin charge.
Atoms and positions in Å:
C 1.4423 -0.2655 -0.0756  -0.33
C -2.2776 1.1408 -0.6767  -0.27
C -1.2349 0.9782 0.4440  -0.26
C -2.0667 0.0870 -1.7289  -0.32
C -1.2728 -0.4171 0.7338  -0.61
C -0.9494 -0.9852 2.0113  -0.15
C 3.8354 -0.7992 -0.5853  -0.01
N 1.2648 0.9717 -0.0600  -0.01
O 2.4349 -1.0644 -0.2359  -0.11
S -1.7575 -1.5018 -0.5787  0.89
H -3.2318 1.0044 -0.0429  0.14
H -2.2793 2.0871 -1.1943  0.10
H -0.1605 1.3377 -0.0559  0.09
H -1.4502 1.5083 1.4102  0.14
H -2.8927 -0.2642 -2.3365  0.05
H -1.1462 0.0553 -2.3524  0.08
H -0.5913 -2.0551 2.1042  0.11
H -1.6743 -0.9799 2.8067  0.08
H -0.1818 -0.4353 2.3919  0.05
H 4.2311 -1.7274 -0.7041  0.05
H 4.1807 -0.1201 0.2731  0.12
H 3.8056 -0.3559 -1.4819  0.04
H 1.9721 1.8006 -0.0661  0.11

Most stable = version 2